{"formula": "C20H18F2N2O3", "method": "ωB97M-V with the def2-TZVPD basis set", "elements": ["C", "C", "C", "N", "C", "O", "C", "C", "C", "C", "O", "C", "C", "F", "C", "C", "C", "C", "F", "O", "N", "C", "C", "C", "C", "C", "C", "H", "H", "H", "H", "H", "H", "H", "H", "H", "H", "H", "H", "H", "H", "H", "H", "H", "H"], "positions_angstrom": [[4.978, 0.680, 1.731], [4.739, 0.036, 0.367], [4.470, 1.108, -0.718], [3.152, 1.674, -0.593], [2.100, 1.144, -1.257], [2.187, 0.425, -2.230], [0.789, 1.551, -0.686], [-0.493, 1.118, -1.108], [-1.341, 1.723, -0.225], [-2.824, 1.693, -0.080], [-3.215, 0.333, -0.121], [-4.526, -0.001, -0.082], [-5.633, 0.836, 0.048], [-5.476, 2.179, 0.156], [-6.930, 0.350, 0.074], [-7.164, -1.006, -0.026], [-6.094, -1.877, -0.153], [-4.813, -1.372, -0.178], [-3.777, -2.220, -0.300], [-0.627, 2.452, 0.649], [0.683, 2.340, 0.357], [3.593, -0.948, 0.347], [3.660, -2.054, -0.491], [2.587, -2.916, -0.617], [1.423, -2.685, 0.095], [1.348, -1.594, 0.941], [2.424, -0.732, 1.067], [4.161, 1.337, 2.018], [5.893, 1.270, 1.707], [5.084, -0.087, 2.494], [5.653, -0.492, 0.075], [4.515, 0.645, -1.706], [5.215, 1.904, -0.653], [2.938, 2.211, 0.235], [-0.717, 0.460, -1.919], [-3.100, 2.162, 0.872], [-3.287, 2.254, -0.903], [-7.737, 1.058, 0.176], [-8.173, -1.385, -0.006], [-6.238, -2.942, -0.233], [4.560, -2.233, -1.062], [2.656, -3.766, -1.280], [0.577, -3.347, -0.012], [0.442, -1.404, 1.499], [2.338, 0.115, 1.731]], "forces_ev_per_a": [[0.1, -0.2, -0.2], [-0.1, 0.2, -0.1], [0.2, -0.2, -0.1], [0.1, 0.3, 0.2], [0.3, 0.3, 0.0], [-0.2, -0.1, 0.0], [-1.0, 0.1, 0.3], [-0.3, 0.4, 0.5], [0.4, -0.6, -0.8], [0.1, 0.6, 0.1], [0.0, -0.2, 0.0], [-0.2, -0.2, 0.0], [-0.1, 0.0, 0.0], [0.1, -0.2, 0.0], [0.1, 0.0, 0.0], [0.1, 0.1, 0.0], [0.2, 0.0, 0.0], [0.0, 0.1, 0.0], [-0.1, 0.2, 0.0], [-0.7, 0.0, 0.1], [1.1, -0.1, -0.2], [0.2, -0.1, 0.0], [0.0, 0.0, 0.1], [0.0, -0.1, -0.1], [-0.1, -0.1, 0.0], [-0.1, 0.0, 0.0], [0.1, -0.1, 0.1], [-0.1, 0.1, 0.1], [0.1, 0.1, 0.0], [0.0, 0.0, 0.1], [-0.1, 0.0, 0.0], [0.1, 0.1, 0.1], [0.0, -0.1, -0.1], [-0.1, 0.0, 0.0], [-0.1, -0.2, -0.2], [0.0, -0.1, -0.2], [0.1, -0.1, 0.2], [-0.1, 0.1, 0.0], [-0.1, 0.0, 0.0], [0.0, -0.1, 0.0], [0.1, 0.0, -0.1], [0.0, -0.1, -0.1], [-0.1, -0.1, 0.0], [-0.1, 0.0, 0.0], [0.0, 0.1, 0.1]], "spin_multiplicity": 1, "gap_ev": 9.64, "e_tot_ev": -35588.49390, "homo_ha": -0.3286, "mol_weight_g_mol": 372.37, "relative_energy_ev": 0.078, "smiles": "C[C@H](CNC(=O)c1cc(COc2c(F)cccc2F)on1)c1ccccc1", "largest_force_ev_per_a": 1.13}